## a
A gas-phase ion, C6H12N (charge +1), computed with ωB97M-V/def2-TZVPD.

Calculated values
Lowest unoccupied orbital energy   -4.40 eV
Orbital gap   8.1 eV
Net charge   +1
Multiplicity   1

Element x y z (Å)
C: 0.29 0.55 3.00
H: 1.95 0.63 -1.36
C: -1.01 -1.15 -1.68
H: -0.93 -1.29 0.77
H: -0.81 0.51 3.16
H: 0.77 1.55 3.36
H: 0.54 1.85 -0.34
H: -0.81 2.01 -1.51
H: 0.88 -0.55 -2.55
H: -0.85 -0.86 -2.77
H: 0.89 -0.16 3.59
C: 0.01 0.58 1.54
C: -0.04 1.20 -1.08
H: -0.76 -2.15 -1.72
H: -1.98 -0.92 -1.35
C: 1.02 0.29 -1.74
H: 0.88 -1.29 0.84
C: -0.07 -0.55 0.67
N: 0.01 -0.25 -0.85

## b
A gas-phase ion, C6H12N (charge +1), computed with ωB97M-V/def2-TZVPD.

Calculated values
Lowest unoccupied orbital energy   -5.89 eV
Orbital gap   7.2 eV
Net charge   +1
Multiplicity   1

Element x y z (Å)
C: 3.07 0.11 -0.68
C: -2.07 -1.26 0.34
H: -2.85 -1.61 -0.51
H: 2.20 1.26 1.10
H: 2.65 0.65 -1.55
H: -2.32 2.15 -0.17
C: 0.99 -0.04 0.54
H: -3.35 0.98 0.46
H: 4.13 0.38 -0.58
H: 2.99 -0.37 1.43
C: -0.26 0.33 0.20
H: -2.66 -1.36 1.24
H: -2.98 0.86 -1.12
H: -1.30 -1.95 0.30
C: -2.57 1.07 -0.21
C: 2.35 0.21 0.63
H: -0.08 1.37 0.04
N: -1.54 0.02 0.05
H: 3.03 -0.97 -0.91

## c
A gas-phase ion, C6H12N (charge +1), computed with ωB97M-V/def2-TZVPD.

Calculated values
Lowest unoccupied orbital energy   -3.29 eV
Orbital gap   9.8 eV
SMILES   C[C@@]12C[NH2+][C@]1(C)C2
Net charge   +1
Multiplicity   1

Element x y z (Å)
H: -2.57 0.13 0.79
N: 0.91 1.35 0.01
H: -2.68 -1.39 -0.18
H: 1.28 1.61 0.94
H: 2.77 -0.91 0.96
H: 1.39 1.63 -0.81
C: 1.69 -1.07 0.65
C: -0.81 0.03 -0.39
C: -1.97 -0.67 0.33
C: 0.97 -0.15 -0.26
H: -0.92 1.76 1.04
H: -0.09 -1.36 -1.71
C: -0.59 1.46 0.02
H: -1.71 -1.37 1.16
C: 0.17 -0.39 -1.49
H: -1.10 2.39 -0.55
H: 1.16 -1.28 1.66
H: 0.53 0.22 -2.32
H: 1.58 -1.98 0.11

## d
2 unconnected molecules or ions with the total composition C6H12N, computed with ωB97M-V/def2-TZVPD.

Calculated values
Lowest unoccupied orbital energy (spin up / spin down)   -5.67 / -5.67 eV
Orbital gap (spin up / spin down)   7.8 / 7.8 eV
Net charge   +1
Multiplicity   1

Element x y z (Å)
H: 0.14 -0.07 -2.15
C: 0.28 1.68 0.77
H: -0.48 2.36 0.47
C: -2.18 0.18 -0.03
H: 0.23 -0.46 1.68
H: 0.26 -2.06 -0.87
C: 0.74 0.60 -1.46
H: 1.75 0.43 -1.61
H: -4.35 0.84 0.00
C: -3.22 0.79 -0.16
C: 0.29 0.47 0.00
H: -0.05 -3.00 0.59
C: -0.16 -2.04 0.16
H: 0.47 1.53 -1.76
H: 1.26 2.28 0.73
N: 0.54 -0.83 0.82
H: -1.15 -1.76 -0.08
H: 1.58 -1.04 0.84
H: -0.01 1.36 1.87

It turns out c is the most stable, with the second structure 0.0499 hartree higher.

## a
A single C4H6OS molecule, computed with ωB97M-V/def2-TZVPD.

Calculated values
Lowest unoccupied orbital energy (spin up / spin down)   0.81 / -1.91 eV
Orbital gap (spin up / spin down)   7.4 / 7.9 eV
Multiplicity   3
<S²>   2.02

Element x y z (Å)
H: -2.48 0.57 -0.11
H: -0.35 0.42 -1.11
C: -0.66 -0.34 -0.51
C: -2.08 -0.49 -0.01
O: 0.58 1.46 0.65
H: -1.85 -0.61 1.09
C: 1.93 -0.27 -0.10
H: 2.63 1.40 0.63
C: 1.65 1.01 0.36
H: 2.90 -0.62 -0.33
S: 0.55 -1.34 -0.03
H: -2.82 -1.19 -0.51

## b
2 unconnected molecules or ions with the total composition C4H6OS, computed with ωB97M-V/def2-TZVPD.

Calculated values
Lowest unoccupied orbital energy (spin up / spin down)   0.68 / -2.30 eV
Orbital gap (spin up / spin down)   7.8 / 6.5 eV
Multiplicity   3
<S²>   2.01

Element x y z (Å)
H: 1.17 1.88 1.34
O: 2.03 -1.93 0.16
S: -2.86 -0.85 -2.12
H: -0.49 1.62 0.65
H: 1.01 0.70 -1.10
C: 1.21 0.36 -0.12
C: 1.76 -0.81 0.11
H: -0.84 -1.33 -0.92
H: 0.30 0.35 1.83
H: -1.98 -0.26 0.10
C: 0.51 1.09 0.98
C: -1.80 -0.83 -0.90

It turns out a is the most stable, with the second structure 0.0026 hartree higher.

## a
2 unconnected molecules or ions with the total composition CH3NO4S, computed with ωB97M-V/def2-TZVPD.

Calculated values
Lowest unoccupied orbital energy   -0.75 eV
Orbital gap   9.9 eV
Multiplicity   1

Element x y z (Å)
O: -1.36 -0.27 0.18
O: -1.04 0.19 -1.92
H: -1.18 0.44 2.23
S: 1.83 0.63 -1.00
O: 2.01 -0.85 -0.94
O: 1.82 1.14 -2.31
N: -0.65 0.32 -0.81
H: -0.93 -1.29 1.75
H: 0.25 -0.05 1.38
C: -0.75 -0.26 1.45

## b
A molecular structure, CH3NO4S, computed with ωB97M-V/def2-TZVPD.

Calculated values
Lowest unoccupied orbital energy   0.04 eV
Orbital gap   10.7 eV
Multiplicity   1

Element x y z (Å)
N: -0.28 -0.99 0.31
O: -1.48 1.38 0.56
H: -0.98 1.51 -1.47
O: 2.72 -0.99 -0.42
C: -1.10 0.98 -0.53
O: 1.44 0.93 0.32
H: -0.77 -0.36 1.02
O: -0.68 -0.20 -0.80
H: -0.77 -1.90 0.38
S: 1.91 -0.36 0.64

It turns out b is the most stable, with the second structure 0.0521 hartree higher.

## a
2 unconnected molecules or ions with the total composition C8H10N2, computed with ωB97M-V/def2-TZVPD.

Calculated values
Lowest unoccupied orbital energy (spin up / spin down)   -0.51 / -0.51 eV
Orbital gap (spin up / spin down)   7.5 / 7.5 eV
Multiplicity   1

Element x y z (Å)
H: -1.05 -0.58 3.52
H: -1.05 -1.92 -1.88
C: -1.11 -0.62 2.46
H: -1.28 1.45 -0.60
N: -1.86 0.38 -0.76
N: -0.20 2.24 -0.25
C: 2.09 1.94 0.57
C: 0.80 1.54 -0.09
H: 2.24 1.35 1.47
H: 2.24 -1.60 -1.32
H: 2.06 3.00 0.83
C: -1.19 -0.61 1.26
C: 1.63 -0.82 -0.93
H: -0.46 -2.62 -0.36
H: -2.20 -2.46 -0.63
H: 2.92 1.73 -0.11
C: -1.22 -2.00 -0.81
C: 0.85 -0.02 -0.45
H: -2.00 0.24 -1.75
C: -1.21 -0.62 -0.17

## b
A single C8H10N2 molecule, computed with ωB97M-V/def2-TZVPD.

Calculated values
Lowest unoccupied orbital energy   0.07 eV
Orbital gap   7.9 eV
Multiplicity   1

Element x y z (Å)
C: 2.00 -0.38 0.17
H: -2.98 0.90 -0.95
C: -0.83 1.93 0.90
H: 0.83 -3.14 0.67
C: -1.91 1.28 -1.30
N: 3.27 1.60 0.34
H: 2.76 -2.26 0.16
N: 2.79 0.56 0.35
H: -1.69 2.50 0.95
H: -1.71 0.77 -2.24
C: -0.76 -0.41 0.06
H: 0.77 -2.71 -1.27
H: -0.03 2.72 0.67
C: -1.04 0.88 -0.16
C: 0.69 -2.43 -0.16
C: -0.52 -1.69 0.25
C: 1.95 -1.65 0.02
H: -1.17 -2.34 0.87
H: -1.96 2.35 -1.19
H: -0.49 1.53 1.87

It turns out b is the most stable, with the second structure 0.0172 hartree higher.

## a
A single C2H3N3 molecule, computed with ωB97M-V/def2-TZVPD.

Calculated values
Lowest unoccupied orbital energy   -0.47 eV
Orbital gap   8.8 eV
SMILES   [H]/N=C\N=C=N
Multiplicity   1

Element x y z (Å)
C: 0.32 -0.13 -1.25
C: -0.21 0.74 0.84
N: -0.42 -0.06 1.75
H: -1.35 0.33 2.14
H: 0.06 0.12 -2.28
H: 0.99 -1.57 -0.15
N: 0.30 -1.36 -0.87
N: 0.15 0.91 -0.34

## b
A single C2H3N3 molecule, computed with ωB97M-V/def2-TZVPD.

Calculated values
Lowest unoccupied orbital energy   -0.29 eV
Orbital gap   9.8 eV
SMILES   [H]/N=N/CC#N
Multiplicity   1

Element x y z (Å)
N: 1.24 -0.19 -1.01
N: 0.53 0.15 -0.05
H: -1.07 1.22 -0.29
C: -1.85 -0.64 -1.15
H: 2.16 -0.16 -0.55
N: -2.47 -1.35 -1.80
C: -0.81 0.31 0.06
H: -0.98 0.07 1.16

It turns out a is the most stable, with the second structure 0.0298 hartree higher.

## a
A single C2H3N3 molecule, computed with ωB97M-V/def2-TZVPD.

Calculated values
Lowest unoccupied orbital energy   0.84 eV
Orbital gap   11.3 eV
SMILES   c1nc[nH]n1
Multiplicity   1

Element x y z (Å)
N: 0.50 -1.11 -0.09
H: 2.36 -0.04 0.14
C: -0.72 -0.62 -0.11
N: 0.64 1.16 0.16
H: -1.61 -1.22 -0.23
N: -0.75 0.70 0.03
C: 1.27 0.00 0.07
H: -1.68 1.14 0.02

## b
A single C2H3N3 molecule, computed with ωB97M-V/def2-TZVPD.

Calculated values
Lowest unoccupied orbital energy   0.96 eV
Orbital gap   10.9 eV
SMILES   c1nc[nH]n1
Multiplicity   1

Element x y z (Å)
C: 1.23 0.01 -0.01
N: 0.56 1.14 0.16
H: -1.52 -1.30 0.22
C: -0.73 -0.64 -0.08
N: -0.72 0.70 0.12
N: 0.48 -1.09 -0.28
H: 2.19 -0.16 0.43
H: -1.49 1.34 0.20

## c
2 unconnected molecules or ions with the total composition C2H3N3, computed with ωB97M-V/def2-TZVPD.

Calculated values
Lowest unoccupied orbital energy   0.27 eV
Orbital gap   9.9 eV
Multiplicity   1

Element x y z (Å)
N: 1.06 -0.94 -2.34
N: 0.42 -1.85 -1.78
H: 1.58 -0.58 1.60
H: -1.04 -0.20 -1.71
N: 1.31 -0.63 0.67
C: -0.02 -0.49 -1.42
C: 0.33 -0.24 0.04
H: -0.97 0.37 0.35

## d
A single C2H3N3 molecule, computed with ωB97M-V/def2-TZVPD.

Calculated values
Lowest unoccupied orbital energy   0.48 eV
Orbital gap   9.7 eV
SMILES   [H]/N=N/C=C=N
Multiplicity   1

Element x y z (Å)
N: 0.97 1.73 -0.14
N: -0.64 -1.12 0.52
C: 0.66 -0.78 0.03
C: 0.90 0.51 -0.20
H: 1.35 -1.58 -0.18
N: -1.53 -0.27 0.31
H: -2.39 -0.71 0.65
H: 0.68 2.22 -0.98

It turns out a is the most stable, with the second structure 0.0077 hartree higher.